Arrangement a

This record from the OMol25 dataset describes a cluster of 2 separate species, C5H15NO in total. The level of theory is wB97M-V/def2-TZVPD.

For the HOMO energy, the calculation gives -0.3476 hartree.

Atoms and positions in Å:
C -0.31 -2.39 0.79
C -1.19 -1.18 1.02
N -1.44 -0.51 -0.27
C -2.30 0.67 -0.18
H 0.66 -2.08 0.38
H -0.19 -2.97 1.72
H -0.71 -3.11 0.06
H -2.11 -1.39 1.60
H -0.57 -0.51 1.67
H -1.90 -1.26 -0.79
H -3.23 0.51 0.37
H -2.46 1.08 -1.22
H -1.78 1.50 0.35
C 2.70 1.43 0.28
C 1.44 1.56 -0.57
O 1.14 0.31 -1.20
H 2.87 2.42 0.79
H 3.60 1.13 -0.32
H 2.51 0.76 1.08
H 0.51 1.83 0.06
H 1.65 2.35 -1.36
H 0.18 0.16 -1.01

What are the Löwdin partial charges on each atom? They are as follows, in elementary charge units:
1. C -0.109
2. C -0.304
3. N -0.163
4. C -0.132
5. H 0.078
6. H 0.075
7. H 0.070
8. H 0.111
9. H 0.119
10. H 0.115
11. H 0.069
12. H 0.101
13. H 0.070
14. C -0.107
15. C -0.334
16. O -0.131
17. H 0.083
18. H 0.089
19. H 0.045
20. H 0.113
21. H 0.113
22. H 0.027

Arrangement b

This record from the OMol25 dataset describes a cluster of 2 separate species, C5H15NO in total. The level of theory is wB97M-V/def2-TZVPD.

For the HOMO energy, the calculation gives -0.3318 hartree.

Atoms and positions in Å:
C 1.54 0.14 -2.10
C 1.16 0.19 -0.62
C -0.34 0.39 -0.39
C -0.72 1.87 -0.53
N -0.75 -0.16 0.89
C -1.62 -1.34 0.82
H 1.28 1.06 -2.62
H 2.62 0.02 -2.24
H 1.02 -0.65 -2.64
H 1.72 0.99 -0.15
H 1.48 -0.73 -0.14
H -0.88 -0.15 -1.17
H -1.80 2.03 -0.48
H -0.37 2.22 -1.49
H -0.25 2.43 0.27
H -1.15 0.46 1.59
H -2.12 -1.51 1.77
H -2.41 -1.22 0.06
H -1.04 -2.21 0.53
O 1.07 -1.62 2.83
H 0.46 -1.17 2.22
H 1.11 -1.04 3.60

What are the Löwdin partial charges on each atom? They are as follows, in elementary charge units:
1. C -0.107
2. C -0.220
3. C -0.431
4. C -0.051
5. N -0.122
6. C -0.122
7. H 0.060
8. H 0.071
9. H 0.073
10. H 0.108
11. H 0.109
12. H 0.129
13. H 0.076
14. H 0.070
15. H 0.079
16. H 0.110
17. H 0.085
18. H 0.078
19. H 0.080
20. O -0.079
21. H -0.023
22. H 0.026

Arrangement c

This record from the OMol25 dataset describes a cluster of 2 separate species, C5H15NO in total. The level of theory is wB97M-V/def2-TZVPD.

For the HOMO energy, the calculation gives -0.2902 hartree.

Atoms and positions in Å:
C -1.17 2.34 -1.17
C -0.19 1.50 -0.38
N -0.56 0.10 -0.59
C 0.34 -1.03 -0.66
C 1.79 -0.68 -0.29
C -0.19 -2.21 0.17
H -1.04 3.43 -1.20
H -1.31 1.98 -2.19
H -2.18 2.32 -0.75
H -0.35 1.72 0.68
H 0.84 1.69 -0.64
H -1.48 -0.17 -0.29
H 0.38 -1.43 -1.69
H 2.48 -1.46 -0.62
H 1.82 -0.62 0.79
H 2.12 0.18 -0.84
H 0.59 -2.85 0.58
H -0.82 -2.86 -0.45
H -0.74 -1.91 1.07
O 0.04 0.34 2.66
H 0.30 -0.18 3.44
H -0.67 -0.20 2.39

What are the Löwdin partial charges on each atom? They are as follows, in elementary charge units:
1. C -0.114
2. C -0.272
3. N -0.054
4. C -0.456
5. C -0.065
6. C -0.070
7. H 0.067
8. H 0.067
9. H 0.066
10. H 0.089
11. H 0.098
12. H 0.105
13. H 0.119
14. H 0.076
15. H 0.071
16. H 0.057
17. H 0.076
18. H 0.073
19. H 0.058
20. O -0.034
21. H 0.054
22. H -0.011

Arrangement d

This record from the OMol25 dataset describes a cluster of 2 separate species, C5H15NO in total. The level of theory is wB97M-V/def2-TZVPD.

For the HOMO energy, the calculation gives -0.3432 hartree.

Atoms and positions in Å:
C 1.07 -0.81 -1.69
C 0.75 -0.72 -0.20
C 0.32 -2.09 0.31
C -0.34 0.34 0.07
C -0.74 0.38 1.55
N -1.53 0.07 -0.77
H 1.27 0.13 -2.20
H 0.21 -1.19 -2.21
H 1.90 -1.51 -1.77
H 1.64 -0.34 0.30
H 0.36 -2.08 1.41
H -0.70 -2.33 0.01
H 1.05 -2.86 0.04
H -0.05 1.33 -0.18
H 0.25 0.57 2.03
H -1.30 1.23 1.95
H -1.08 -0.50 2.09
H -2.08 -0.65 -0.32
H -2.15 0.87 -0.79
O 0.48 3.71 -0.06
H 1.03 2.92 0.08
H -0.38 3.54 0.32

What are the Löwdin partial charges on each atom? They are as follows, in elementary charge units:
1. C -0.081
2. C -0.401
3. C -0.070
4. C -0.423
5. C -0.079
6. N 0.041
7. H 0.079
8. H 0.060
9. H 0.075
10. H 0.131
11. H 0.069
12. H 0.079
13. H 0.079
14. H 0.086
15. H 0.083
16. H 0.071
17. H 0.069
18. H 0.063
19. H 0.068
20. O -0.052
21. H 0.027
22. H 0.025

Of them, arrangement b has the highest stability.

Arrangement a

This record from the OMol25 dataset describes a cluster of 2 separate species, C5H15NO in total. The level of theory is wB97M-V/def2-TZVPD.

For the HOMO energy, the calculation gives -0.3396 hartree.

Atoms and positions in Å:
C -0.97 0.38 1.65
C -0.96 -0.15 0.22
C -0.81 -1.71 0.13
C 0.04 0.77 -0.42
C -0.62 1.58 -1.56
N 1.22 0.12 -0.99
H -1.02 1.49 1.62
H 0.01 -0.05 2.10
H -1.73 -0.18 2.30
H -2.06 0.03 -0.17
H -1.05 -2.34 -0.78
H 0.20 -1.97 0.72
H -1.51 -2.07 0.89
H 0.37 1.59 0.27
H -0.22 1.17 -2.54
H -1.73 1.44 -1.63
H -0.40 2.65 -1.38
H 0.92 -0.62 -1.62
H 1.94 0.74 -1.26
O 2.82 -1.38 0.73
H 3.24 -0.87 1.42
H 2.31 -0.62 0.30

What are the Löwdin partial charges on each atom? They are as follows, in elementary charge units:
1. C -0.104
2. C -0.432
3. C -0.077
4. C -0.458
5. C -0.068
6. N 0.026
7. H 0.087
8. H 0.107
9. H 0.096
10. H 0.148
11. H 0.084
12. H 0.110
13. H 0.051
14. H 0.124
15. H 0.089
16. H 0.069
17. H 0.076
18. H 0.097
19. H 0.083
20. O -0.122
21. H 0.017
22. H -0.007

Arrangement b

This record from the OMol25 dataset describes a cluster of 2 separate species, C5H15NO in total. The level of theory is wB97M-V/def2-TZVPD.

For the HOMO energy, the calculation gives -0.2999 hartree.

Atoms and positions in Å:
C -1.23 -2.04 1.02
C -0.08 -1.15 0.42
C -0.57 0.29 0.21
C -1.80 0.39 -0.69
N 0.45 1.19 -0.30
C 1.10 2.27 0.40
H -1.56 -1.47 1.89
H -1.98 -1.94 0.23
H -1.09 -3.10 1.20
H 0.35 -1.74 -0.39
H 0.83 -1.02 1.00
H -0.74 0.75 1.19
H -1.89 1.39 -1.14
H -2.81 0.27 -0.29
H -1.70 -0.19 -1.62
H 0.54 1.24 -1.30
H 1.89 1.90 1.06
H 1.64 2.86 -0.34
H 0.42 2.92 0.96
O 2.62 -1.09 -0.82
H 2.33 -0.29 -1.26
H 3.27 -1.45 -1.42

What are the Löwdin partial charges on each atom? They are as follows, in elementary charge units:
1. C -0.084
2. C -0.234
3. C -0.409
4. C -0.076
5. N -0.130
6. C -0.122
7. H 0.068
8. H 0.054
9. H 0.063
10. H 0.090
11. H 0.094
12. H 0.142
13. H 0.072
14. H 0.074
15. H 0.082
16. H 0.099
17. H 0.070
18. H 0.076
19. H 0.072
20. O -0.052
21. H 0.018
22. H 0.035

Arrangement c

This record from the OMol25 dataset describes a cluster of 2 separate species, C5H15NO in total. The level of theory is wB97M-V/def2-TZVPD.

For the HOMO energy, the calculation gives -0.3089 hartree.

Atoms and positions in Å:
C -0.04 2.23 0.68
C -0.55 0.80 0.56
N -0.40 0.24 -0.79
C -1.18 0.96 -1.79
C -0.72 -1.16 -0.75
C -0.62 -1.92 -2.08
H -0.02 2.45 1.77
H -0.73 3.01 0.33
H 0.97 2.54 0.41
H -1.59 0.68 0.92
H 0.14 0.23 1.18
H -0.95 0.51 -2.75
H -2.26 0.81 -1.57
H -0.99 2.03 -1.74
H 0.04 -1.68 -0.16
H -1.67 -1.36 -0.24
H 0.16 -1.43 -2.66
H -1.48 -1.78 -2.77
H -0.51 -2.99 -1.89
O 2.95 -1.12 3.53
H 3.12 -0.40 4.17
H 3.45 -0.82 2.76

What are the Löwdin partial charges on each atom? They are as follows, in elementary charge units:
1. C -0.111
2. C -0.261
3. N -0.251
4. C -0.088
5. C -0.300
6. C -0.104
7. H 0.071
8. H 0.067
9. H 0.072
10. H 0.121
11. H 0.108
12. H 0.070
13. H 0.098
14. H 0.071
15. H 0.112
16. H 0.112
17. H 0.073
18. H 0.073
19. H 0.070
20. O -0.067
21. H 0.037
22. H 0.030

Of them, arrangement c has the highest stability.